No. 1
35
Properties=species:S:1:pos:R:3:forces:R:3:mulliken_charge:R:1 method="wB97M-V/def2-TZVPD" mol_weight_g_mol=463.4 s2=6.041 homo_ev="-8.631 / -11.080" e_tot_ha=-1204.9842 spin_multiplicity=5 de_lowest_kcal_mol=42.8 lumo_energy_ha="-0.10773 / -0.24314" total_charge=+1
C -0.1863 -0.4264 -4.5708 -1.5 -1.5 -1.1 -0.546
C -1.0501 -1.3556 -5.1860 1.8 0.9 1.3 -0.658
C -0.5929 -2.6679 -4.7830 -1.0 -0.1 -0.3 -0.316
C 0.4857 -2.5352 -3.8496 0.1 2.5 0.2 -0.816
C 0.7410 -1.1540 -3.7221 -0.2 -2.2 -0.7 -0.294
Pt 0.4080 1.5240 -2.2425 1.4 -2.1 -2.1 0.340
P -0.4517 3.4285 -2.2432 -0.9 2.0 1.2 -0.064
H -0.1701 0.6402 -4.7068 -0.2 0.2 -0.2 0.445
H -1.8819 -1.1003 -5.8034 -0.2 -0.1 -0.4 0.443
H -1.0514 -3.6200 -5.1472 0.6 1.0 0.5 0.379
H 1.5781 -0.6919 -3.2299 0.3 0.0 0.2 0.999
H 0.9705 -3.2989 -3.2895 0.3 -0.5 0.0 0.417
H -1.5624 3.2570 -1.3182 0.6 0.9 -0.8 0.143
H -0.9788 3.9112 -3.4766 0.1 0.1 0.6 0.145
H 0.4358 4.4353 -1.6902 -1.1 -0.3 -0.5 0.148
N -0.0845 1.6025 7.7175 -0.1 -0.4 -0.9 -0.417
C -0.1243 1.1669 6.6345 0.1 -0.3 -0.4 0.057
C -0.1488 0.6380 5.3032 -0.4 1.7 3.1 0.320
C -0.9804 1.2397 4.3495 -1.5 0.8 -3.9 -0.784
C -0.9460 0.8288 3.0171 -1.6 2.8 2.7 -0.606
C -0.0879 -0.2189 2.6536 0.6 -1.4 -3.1 1.649
C 0.6665 -0.9066 3.6155 1.2 -0.1 3.7 -0.381
C 0.6682 -0.4354 4.9277 1.8 -3.1 -2.6 -0.901
N 0.1775 -0.4474 1.2852 -0.1 -0.1 1.0 0.237
C 0.9694 -1.4583 0.7124 -0.1 0.9 -1.0 -0.440
C 1.1377 -1.1121 -0.6060 -0.5 1.2 1.0 -0.590
N 0.4661 0.1076 -0.8372 -0.2 -1.8 1.8 -0.307
C -0.1497 0.4172 0.2931 0.6 0.1 0.1 0.060
H -1.6413 2.0624 4.6314 0.2 -0.3 0.0 0.426
H -1.5580 1.3369 2.2636 0.1 -0.3 0.6 0.317
H 1.3063 -1.7386 3.3321 -0.1 0.2 0.2 0.228
H 1.3130 -0.8881 5.6787 -0.2 0.0 -0.3 0.439
H 1.3280 -2.3100 1.2560 0.0 0.0 0.1 0.414
H 1.7070 -1.5523 -1.3909 0.1 -0.4 0.0 0.523
H -0.7126 1.3218 0.4223 0.0 -0.1 0.2 -0.011

---

No. 2
35
Properties=species:S:1:pos:R:3:forces:R:3:mulliken_charge:R:1 method="wB97M-V/def2-TZVPD" mol_weight_g_mol=289.4 homo_ev=-8.710 e_tot_ha=-1259.2994 de_lowest_kcal_mol=0.0 lumo_energy_ha=0.01976 smiles="CCOC(=O)c1ccc(NC(=O)Cc2cccs2)cc1"
C 3.3415 -5.3642 0.1970 -0.4 0.2 -0.1 -1.231
C 1.9925 -5.2535 -0.4880 0.1 -0.5 -0.1 -0.212
H 1.2544 -5.9207 -0.0283 0.1 0.1 -0.1 0.313
H 2.0621 -5.5096 -1.5515 -0.1 0.0 0.2 0.307
O 1.5347 -3.9075 -0.3675 0.1 0.3 0.1 -0.251
C 0.3262 -3.6484 -0.8878 -0.2 -0.3 -0.2 0.620
O -0.3498 -4.4896 -1.4311 0.1 0.1 0.1 -0.630
C -0.0754 -2.2347 -0.7180 -0.1 0.2 0.0 0.051
C -1.3227 -1.8332 -1.1923 0.3 -0.2 0.1 -0.833
C -1.7470 -0.5282 -1.0553 -0.2 0.1 0.0 -0.404
C -0.9174 0.4043 -0.4349 0.0 -0.4 -0.1 1.053
C 0.3347 0.0051 0.0386 -0.1 0.1 0.0 -0.688
C 0.7530 -1.3000 -0.0999 -0.1 -0.1 -0.1 -0.769
H 1.7199 -1.6051 0.2677 0.1 0.0 0.0 0.461
H 0.9776 0.7310 0.5178 0.1 0.1 0.0 0.362
N -1.2735 1.7395 -0.2564 0.4 0.1 0.2 0.065
C -2.4237 2.3770 -0.6032 0.2 0.4 0.2 0.681
O -3.3694 1.8621 -1.1496 -0.3 -0.1 -0.2 -0.662
C -2.4431 3.8704 -0.2382 -0.2 -0.2 -0.2 -0.786
C -1.2534 4.3772 0.4926 0.3 0.4 -0.1 -0.007
C -1.0372 4.4041 1.8381 -0.1 0.0 -0.3 -0.315
C 0.2270 4.9300 2.1889 0.2 0.1 0.0 -0.468
C 0.9596 5.2921 1.1068 0.0 0.0 -0.4 -0.438
S 0.1228 5.0046 -0.3688 -0.3 -0.1 0.6 -0.096
H 1.9430 5.7167 1.0762 0.2 0.1 0.1 0.449
H 0.5691 5.0340 3.2026 0.1 0.0 0.2 0.400
H -1.7615 4.0648 2.5572 -0.2 -0.1 0.1 0.413
H -3.3462 4.0288 0.3571 0.0 0.0 -0.1 0.357
H -2.5759 4.4107 -1.1787 -0.1 -0.1 0.1 0.357
H -0.5722 2.3066 0.2062 -0.2 -0.1 -0.1 -0.106
H -2.7122 -0.2217 -1.4217 0.0 0.0 0.0 0.542
H -1.9525 -2.5680 -1.6699 -0.1 0.0 0.0 0.448
H 3.7081 -6.3835 0.1183 0.1 -0.1 0.0 0.401
H 3.2511 -5.0989 1.2471 0.0 0.0 0.1 0.308
H 4.0558 -4.6922 -0.2712 0.1 0.0 0.0 0.309

---

No. 3
41
Properties=species:S:1:pos:R:3:forces:R:3:mulliken_charge:R:1 method="wB97M-V/def2-TZVPD" mol_weight_g_mol=559.4 s2=2.045 homo_ev="-14.849 / -15.161" e_tot_ha=-1936.8428 spin_multiplicity=3 de_lowest_kcal_mol=14.3 lumo_energy_ha="-0.28490 / -0.35252" total_charge=+2
Au 11.2870 7.7282 5.2568 0.5 -0.8 1.0 0.954
C 16.3409 5.3167 5.5836 -2.2 0.5 0.1 -0.902
S 14.8688 4.5154 6.3917 0.1 1.3 -0.6 0.195
C 13.6036 5.6459 6.1152 -0.3 -0.6 0.2 0.593
S 13.6827 7.0822 5.1991 0.1 -0.7 0.3 -0.183
N 12.4616 5.1024 6.7232 -0.9 1.2 -1.3 -0.827
N 11.3490 5.7895 6.3556 -1.1 -0.9 0.3 0.313
C 10.1571 5.2254 6.5887 1.9 -1.1 0.3 -0.068
C 8.9303 5.9020 6.2341 1.0 0.3 0.2 0.691
C 7.7037 5.3510 6.5475 -0.5 0.2 -0.5 -0.589
C 6.5476 6.1068 6.2858 -0.6 0.3 1.2 -0.291
C 6.6764 7.3559 5.7239 1.1 0.8 -0.6 -0.609
C 7.9808 7.8179 5.3622 0.9 -1.7 1.1 -0.030
N 9.1058 7.1298 5.6770 -2.1 0.4 -0.7 -0.510
H 17.0497 4.5516 5.7367 1.4 -0.3 0.6 0.395
H 16.4397 6.3266 6.0524 0.5 -1.0 -0.4 0.336
H 16.1910 5.3409 4.5018 -0.3 0.4 0.1 0.366
H 10.1597 4.1851 7.0146 -0.1 1.1 -0.3 0.387
H 7.6558 4.3544 6.9580 -0.1 0.0 0.2 0.386
H 5.5470 5.8587 6.7097 1.0 -0.3 -0.7 0.389
H 5.8154 8.0185 5.5897 0.4 -0.3 -0.1 0.383
H 8.2373 8.7171 4.8683 -0.6 1.0 -0.3 0.411
O 17.7901 10.7723 4.9515 1.1 -2.6 0.7 -0.498
C 17.3421 11.9619 5.4082 -1.3 1.6 -0.7 -0.522
N 15.9525 12.2117 4.9250 0.1 0.1 -0.6 -0.255
C 15.0238 11.4155 5.4549 -2.1 0.3 -0.9 0.462
O 15.1666 10.7113 6.4036 0.5 -1.1 1.9 -0.606
C 13.6043 11.3079 4.7779 0.3 -2.9 0.8 -0.174
C 13.0957 11.8547 3.6561 -0.6 0.9 -0.7 0.009
C 11.8566 11.4356 3.0837 -0.8 0.1 -0.1 -0.882
C 11.1653 10.3941 3.6555 0.8 -1.5 0.9 -0.165
N 11.7647 9.7130 4.7481 -1.8 0.8 -2.8 -0.451
C 12.9062 10.1291 5.2148 -0.1 2.4 -0.3 -0.317
H 17.8937 10.1451 5.7176 -0.2 0.9 -1.3 0.346
H 17.9827 12.7838 5.0676 -0.3 -0.1 0.2 0.301
H 17.1535 11.9558 6.4492 0.6 0.3 1.3 0.438
H 15.7648 12.2976 3.9447 0.6 0.7 -0.6 0.264
H 13.6815 12.6640 3.2686 -0.2 0.5 -0.8 0.495
H 11.3810 11.9196 2.2052 0.7 -0.2 0.7 0.373
H 10.2286 9.8926 3.2796 1.1 1.1 0.3 0.352
H 13.1933 9.5611 6.0238 1.5 -0.7 1.6 1.035

---

No. 4
37
Properties=species:S:1:pos:R:3:forces:R:3:mulliken_charge:R:1 method="wB97M-V/def2-TZVPD" mol_weight_g_mol=370.3 homo_ev=-8.249 e_tot_ha=-3833.8454 lumo_energy_ha=0.01424 smiles="COc1ccc(CCNS(=O)(=O)c2ccc(Br)cc2)cc1"
C -0.2021 -3.7246 -3.4957 -0.1 -0.2 0.0 -0.869
H -0.4469 -3.7711 -4.5559 0.0 0.0 0.1 0.240
O 0.4264 -2.4806 -3.3040 0.1 0.3 0.1 -0.457
C 0.7904 -2.1283 -2.0390 0.0 0.1 0.1 0.940
C 0.6596 -2.9339 -0.9156 -0.1 -0.2 -0.3 -0.378
C 1.0466 -2.4572 0.3241 0.2 0.2 0.0 -0.818
C 1.5717 -1.1857 0.4762 0.2 -0.3 0.1 0.369
C 1.7276 -0.3960 -0.6583 0.0 -0.1 0.0 -0.109
C 1.3427 -0.8549 -1.8985 -0.1 -0.1 -0.1 -0.805
H 1.4533 -0.2433 -2.7808 0.0 0.1 -0.1 0.445
H 2.1541 0.5941 -0.5677 0.1 0.1 0.0 0.490
C 1.9505 -0.6476 1.8270 -0.2 0.3 -0.1 -1.104
H 1.8873 -1.4379 2.5781 0.1 0.0 0.0 0.347
H 2.9830 -0.2884 1.7998 0.0 0.0 0.1 0.365
C 1.0636 0.5294 2.2640 0.6 0.0 -0.1 -0.595
N -0.2840 0.1941 2.6578 -0.7 0.0 -0.5 -0.302
S -1.5287 0.0899 1.5483 0.1 0.1 0.3 1.347
O -1.3140 -0.8744 0.5091 0.0 0.4 -0.1 -0.510
O -2.7101 -0.0463 2.3468 -0.1 0.1 0.2 -0.746
C -1.4555 1.7251 0.8328 0.1 -0.6 0.1 -0.399
C -1.8495 2.8072 1.5956 0.0 0.1 0.1 -0.385
C -1.7899 4.0787 1.0518 0.0 0.0 0.0 -0.538
C -1.3333 4.2296 -0.2497 0.0 0.1 -0.1 0.144
C -0.9423 3.1437 -1.0185 0.0 0.1 0.1 -0.688
C -1.0083 1.8757 -0.4658 0.0 -0.1 0.0 -0.017
H -0.7193 0.9970 -1.0214 0.0 -0.1 -0.1 0.586
H -0.5947 3.2889 -2.0297 0.0 0.0 -0.1 0.460
Br -1.2418 5.9711 -0.9976 0.0 -0.1 0.1 -0.184
H -2.0940 4.9415 1.6242 0.0 0.0 0.0 0.430
H -2.2053 2.6375 2.5987 -0.1 0.1 0.2 0.442
H -0.3523 -0.5415 3.3438 -0.2 -0.1 0.2 0.297
H 0.9749 1.2517 1.4498 0.2 0.1 0.1 0.291
H 1.5320 1.0331 3.1179 -0.1 0.0 -0.2 0.347
H 0.9219 -3.0924 1.1892 0.0 0.0 0.1 0.287
H 0.2426 -3.9255 -0.9867 -0.1 -0.1 -0.1 0.388
H 0.4650 -4.5557 -3.2436 0.0 0.0 0.0 0.348
H -1.1210 -3.8031 -2.9066 0.0 0.0 0.0 0.341

---

No. 5
43
Properties=species:S:1:pos:R:3:forces:R:3:mulliken_charge:R:1 method="wB97M-V/def2-TZVPD" mol_weight_g_mol=617.8 homo_ev=-16.151 e_tot_ha=-2600.0230 de_lowest_kcal_mol=5.7 lumo_energy_ha=-0.50158 total_charge=+3
Pt -0.1743 -0.5114 -0.8470 -0.3 -1.2 -0.3 0.778
Cl 0.8166 -5.3648 -5.9336 0.0 -0.1 0.0 0.085
C 0.8915 -4.0356 -4.9808 0.1 0.2 0.0 0.683
C 0.1439 -4.0579 -3.7211 0.0 -0.1 0.1 -0.662
C 0.1411 -2.9653 -2.9585 0.1 0.1 0.0 0.496
Cl -0.7222 -2.8921 -1.4657 0.1 0.6 0.2 -0.135
C 0.8779 -1.7364 -3.3608 -0.2 -0.3 0.1 0.585
O 0.8205 -0.7150 -2.7059 0.2 0.4 0.0 -0.662
C 1.6960 -1.8040 -4.6277 0.1 0.1 0.0 0.355
Cl 2.6076 -0.4736 -5.0208 -0.1 0.0 0.1 0.022
C 1.6647 -2.9247 -5.3953 0.0 -0.1 0.0 -0.622
H -0.3916 -4.9566 -3.4364 0.0 0.0 -0.1 0.523
H 2.2272 -2.9711 -6.3197 0.0 -0.1 0.0 0.512
C -1.1792 3.6968 -2.6812 0.0 0.2 0.0 -1.072
N -0.7556 2.4604 -2.0213 0.0 -0.2 0.0 -0.047
C 0.1479 2.3990 -1.0523 -0.2 0.3 0.0 0.930
N 0.7495 3.5027 -0.6354 0.1 -0.1 0.1 -0.375
O 0.4792 1.3021 -0.4462 0.1 0.0 0.0 -0.713
H -1.9750 3.4606 -3.3800 0.0 0.0 0.0 0.343
H -0.3585 4.1540 -3.2347 0.0 -0.1 0.0 0.380
H -1.5665 4.4103 -1.9539 0.0 -0.1 0.0 0.391
H -1.1557 1.5891 -2.3272 -0.1 0.0 0.1 0.163
H 0.5777 4.4035 -1.0510 0.0 0.0 0.0 0.192
H 1.4436 3.4389 0.0925 0.0 0.0 0.0 0.250
O 2.9502 1.1160 5.3762 0.0 0.0 -0.1 -0.519
C 1.7672 0.4960 5.7917 -0.1 -0.1 0.4 -0.372
N 0.9640 0.4193 4.5793 0.2 -0.1 -0.1 -0.160
C -0.2344 -0.1767 4.5733 0.0 0.0 0.1 0.232
O -0.7566 -0.6834 5.5418 -0.1 0.0 -0.1 -0.565
C -0.9824 -0.2024 3.2544 -0.1 -0.1 0.0 0.094
C -2.3745 -0.1692 3.3103 0.0 0.0 0.0 -0.104
C -3.1162 -0.2658 2.1431 0.0 -0.1 0.0 -0.854
C -2.4535 -0.4282 0.9456 -0.1 -0.1 0.1 -0.084
N -1.1104 -0.4868 0.9026 0.2 0.5 -0.2 -0.307
C -0.3764 -0.3634 2.0283 0.0 0.0 0.0 0.109
H 3.5750 1.1866 6.1059 -0.1 0.0 0.0 0.326
H 1.2268 1.0535 6.5624 0.0 0.2 -0.1 0.301
H 1.9098 -0.5083 6.2004 0.1 -0.1 -0.2 0.292
H 1.3456 0.8944 3.7786 0.0 0.1 0.0 0.221
H -2.8527 -0.0828 4.2786 0.0 0.0 0.0 0.542
H -4.1963 -0.2313 2.1583 0.0 0.0 0.0 0.466
H -2.9893 -0.5383 0.0124 0.0 0.1 0.0 0.471
H 0.6980 -0.4380 1.9210 0.0 0.1 0.0 0.511

---

No. 6
45
Properties=species:S:1:pos:R:3:forces:R:3:mulliken_charge:R:1 method="wB97M-V/def2-TZVPD" mol_weight_g_mol=550.3 s2=6.010 homo_ev="-5.109 / -5.060" e_tot_ha=-5832.4023 spin_multiplicity=5 de_lowest_kcal_mol=4.0 lumo_energy_ha="0.08640 / 0.04011" total_charge=-1
Co 0.1572 -0.0061 0.5667 0.1 -0.2 -0.1 0.744
N -0.7064 1.2903 2.0148 0.0 0.0 0.0 -0.370
C -0.2305 1.2117 3.3997 0.0 0.0 0.0 -0.687
C 1.2882 1.2900 3.4455 0.0 0.0 0.0 -0.470
C 1.9640 0.0252 2.9302 -0.1 -0.1 0.2 0.461
O 2.9871 -0.3771 3.4502 0.0 0.0 0.0 -0.708
O 1.3550 -0.6150 1.9689 0.0 0.0 -0.1 -0.577
H -0.5502 2.2082 1.6088 0.0 0.0 0.0 0.315
H -1.6975 1.0953 1.9201 0.0 0.0 0.0 0.324
H -0.5674 0.2587 3.8108 0.0 0.0 0.0 0.304
H -0.6702 2.0117 4.0028 0.0 0.0 0.0 0.416
H 1.6361 1.4545 4.4641 0.0 0.0 0.0 0.332
H 1.6386 2.1334 2.8425 0.0 0.0 0.0 0.163
O -1.2695 -5.0629 -0.9394 -0.1 -0.1 0.0 -0.709
C -2.3654 -4.5653 -0.3461 0.0 0.0 0.0 0.363
C -3.5070 -5.3692 -0.3193 0.0 0.0 0.0 -0.686
C -4.6712 -4.9143 0.2679 0.0 0.0 0.0 -0.287
C -4.7252 -3.6480 0.8435 0.0 0.0 0.0 -0.797
C -3.5957 -2.8520 0.8221 0.0 0.0 0.0 -0.556
C -2.4074 -3.2870 0.2373 0.0 0.0 0.0 0.127
C -1.2326 -2.3828 0.2521 0.0 0.0 0.0 1.092
O -1.3397 -1.2555 0.8572 -0.1 0.0 0.0 -0.701
N -0.1465 -2.8017 -0.3528 0.0 0.0 0.0 -0.947
N 0.8711 -1.8726 -0.2633 0.0 0.0 0.0 0.613
C 2.0258 -2.2517 -0.6306 0.0 0.0 0.0 0.038
S 2.3363 -3.8365 -1.3374 0.0 0.0 0.0 -0.139
C 4.1356 -3.6184 -1.3821 0.0 0.0 0.0 -0.525
C 4.4222 -2.1453 -1.6044 0.0 0.0 0.0 -0.636
S 3.4171 -1.2139 -0.4233 0.0 0.0 0.0 -0.024
H -0.5696 -4.3617 -0.8876 0.0 0.0 0.0 0.722
H -3.4480 -6.3496 -0.7737 0.0 0.0 0.0 0.403
H -5.5471 -5.5522 0.2757 0.0 0.0 0.0 0.355
H -5.6383 -3.2894 1.2998 0.0 0.0 0.0 0.406
H -3.6028 -1.8623 1.2581 0.0 0.0 0.0 0.415
H 4.5243 -4.2340 -2.1934 0.0 0.0 0.0 0.374
H 4.5629 -3.9553 -0.4378 0.0 0.0 0.0 0.306
H 4.1709 -1.8467 -2.6225 0.0 0.0 0.0 0.305
H 5.4663 -1.9038 -1.4070 0.0 0.0 0.0 0.372
Se 2.9779 4.0338 -0.0210 0.0 0.0 0.0 -0.283
C 2.0467 2.5115 0.0374 0.0 0.0 0.0 0.210
N 1.4418 1.5195 0.1010 0.0 0.0 0.0 -0.351
O -0.4327 0.1196 -1.3941 0.0 0.1 0.2 -0.487
C -1.3614 0.9900 -1.3998 -0.1 0.0 0.0 -0.076
O -1.7841 1.5750 -0.3989 0.0 0.0 -0.1 -0.568
H -1.7950 1.2099 -2.3906 0.0 0.0 0.0 0.427